ORCA calculation (ωB97M-V/def2-TZVPD) on a cluster of 2 separate species, C4H13NO2S in total.

Atoms and positions in Å:
H  2.42  -0.23  -0.61
H  1.87  1.50  0.62
H  -0.31  0.48  -1.77
H  1.76  0.32  1.88
O  -0.07  0.38  -4.94
H  0.63  0.01  -5.65
C  -0.40  -1.11  0.72
H  0.27  2.64  1.82
H  -0.81  -1.80  -0.08
C  1.56  -0.39  -1.34
N  0.43  0.46  -1.04
C  -0.08  0.37  0.34
H  -0.83  -0.08  -5.31
H  -0.83  -1.86  2.80
O  0.51  1.79  2.20
H  0.38  -1.81  1.02
C  1.08  1.01  1.25
H  1.94  -0.10  -2.35
H  -0.96  1.03  0.51
S  -1.64  -1.15  2.00
H  1.33  -1.50  -1.45

Values from the calculation:
- Energy above the lowest of the compared OMol25 structures with the same formula, charge and spin: 199.8 kJ/mol
- LUMO energy: 0.58 eV
- Largest force on an atom: 4.18 eV Å⁻¹
- Total charge: 0
- 2S+1: 1
- Highest occupied orbital energy: -8.2 eV

Results of the Mulliken charge analysis, in e, for atoms 1 through 8: atom 1 (H): 0.27, atom 2 (H): 0.37, atom 3 (H): 0.24, atom 4 (H): 0.27, atom 5 (O): -0.63, atom 6 (H): 0.33, atom 7 (C): -0.98, atom 8 (H): 0.31

ORCA calculation (ωB97M-V/def2-TZVPD) on a structure of composition C35H55N4OOsP2S.

Atoms and positions in Å:
H  -2.56  -3.00  -1.12
H  -5.44  -2.43  -0.49
H  4.86  -1.49  -1.68
H  -2.01  1.83  6.62
H  5.44  0.08  -2.22
H  -0.32  2.19  6.23
P  -2.46  0.02  -0.41
H  1.26  -4.21  -2.68
C  1.04  2.95  -5.82
H  -2.80  2.76  4.55
C  -4.05  -1.27  1.50
C  0.51  -3.41  -2.67
H  1.33  2.58  -6.81
C  4.07  0.05  1.90
H  3.49  0.58  -3.53
H  -0.60  -0.18  5.91
C  0.40  1.68  -2.38
N  -0.32  0.54  4.00
H  5.44  -0.27  -0.49
H  3.96  1.85  -0.08
C  -3.61  -1.45  0.04
H  0.26  5.87  -4.22
C  -1.12  0.48  5.22
C  -0.52  -3.34  -3.58
Os  -0.11  -0.13  0.10
C  -1.73  2.88  4.77
C  -0.46  -1.33  1.45
C  1.89  -2.17  -1.01
C  0.53  2.55  -3.49
C  0.88  2.06  -4.77
C  2.45  -1.72  2.50
N  0.22  1.26  -1.29
P  2.25  -0.66  -0.13
C  -3.40  2.09  1.21
N  -0.96  2.71  3.54
H  -0.93  3.46  2.86
C  -1.41  -2.26  -3.52
H  3.37  0.87  2.11
H  -2.03  -2.90  0.58
H  -2.38  2.18  1.62
O  -0.68  -2.07  2.35
C  -3.36  1.68  -0.27
H  1.86  -2.59  2.20
C  0.71  -2.37  -1.74
H  2.66  -2.94  -1.12
C  -2.89  -2.81  -0.09
H  0.02  4.29  -2.31
H  -2.02  0.67  -2.74
C  -2.57  2.75  -1.04
H  -3.90  3.06  1.29
H  3.75  -3.22  0.72
C  3.33  -1.19  1.37
C  0.84  4.33  -5.63
H  4.84  -2.58  1.96
H  1.87  0.20  -2.93
C  4.88  -0.42  -1.42
H  -4.74  -0.42  1.63
H  -2.10  0.04  4.99
H  -3.19  -1.16  2.18
H  1.01  0.98  -4.91
H  -4.60  -2.18  1.81
H  4.17  2.16  -1.82
H  -1.56  3.90  5.12
H  -5.49  -0.71  -0.87
C  -4.80  1.63  -0.82
C  0.30  3.93  -3.30
H  0.97  5.02  -6.46
N  -0.29  -1.42  -1.59
H  0.06  -0.33  3.65
H  -2.23  -2.13  -4.22
H  4.85  0.42  1.23
C  2.93  -0.06  -2.83
H  -3.06  3.72  -0.88
H  -1.54  2.83  -0.67
C  3.46  0.17  -1.41
H  -0.66  -4.11  -4.34
H  -4.84  1.22  -1.84
C  -2.33  -0.26  -2.24
H  -5.17  2.66  -0.87
H  1.78  -0.94  2.90
H  -3.95  1.37  1.83
H  4.56  -0.23  2.85
H  3.05  -1.10  -3.14
H  3.11  -2.03  3.32
C  4.30  -2.33  1.04
C  -1.28  1.87  5.81
H  2.54  2.14  -1.11
H  -2.55  2.56  -2.12
H  -3.29  -0.53  -2.69
C  -4.84  -1.59  -0.87
C  3.53  1.67  -1.08
S  0.46  1.57  1.58
C  -1.30  -1.35  -2.47
H  -5.48  1.08  -0.16
H  -4.57  -1.82  -1.91
C  0.45  4.81  -4.37
H  5.05  -2.09  0.29
H  -3.60  -3.60  0.19
C  -0.34  1.58  3.16

Values from the calculation:
- LUMO energy (alpha / beta): -7.49 / -11.41 eV
- Largest force on an atom: 5.85 eV Å⁻¹
- Total charge: +3
- 2S+1: 5
- Highest occupied orbital energy (alpha / beta): -13.2 / -16.8 eV

Results of the Mulliken charge analysis, in e, for atoms 1 through 8: atom 1 (H): 0.34, atom 2 (H): 0.50, atom 3 (H): 0.41, atom 4 (H): 0.37, atom 5 (H): 0.52, atom 6 (H): 0.32, atom 7 (P): -0.82, atom 8 (H): 0.62

ORCA calculation (ωB97M-V/def2-TZVPD) on the molecule C3H6NP.

Atoms and positions in Å:
P  -1.87  0.31  -0.01
N  -2.35  -1.12  0.17
H  1.84  -0.10  0.91
H  -0.45  -1.65  -0.54
C  -0.02  0.80  0.13
H  1.11  -2.30  -0.06
C  0.82  -0.32  0.38
C  0.54  -1.50  -0.15
H  0.30  1.23  -0.90
H  -2.46  1.46  -0.54
H  0.00  1.57  0.80

Values from the calculation:
- Energy above the lowest of the compared OMol25 structures with the same formula, charge and spin: 294.3 kJ/mol
- LUMO energy: -0.20 eV
- Largest force on an atom: 4.79 eV Å⁻¹
- Total charge: 0
- 2S+1: 1
- Highest occupied orbital energy: -9.1 eV

Results of the Mulliken charge analysis, in e, for atoms 1 through 8: atom 1 (P): 0.34, atom 2 (N): -0.51, atom 3 (H): 0.21, atom 4 (H): 0.17, atom 5 (C): -0.81, atom 6 (H): 0.33, atom 7 (C): 0.23, atom 8 (C): -0.83

ORCA calculation (ωB97M-V/def2-TZVPD) on the ion CHClNO2S with charge +1.

Atoms and positions in Å:
O  -2.09  1.51  0.05
H  2.08  0.34  0.70
C  1.35  -0.24  0.26
N  0.24  0.28  0.16
S  -2.31  0.21  -0.37
Cl  1.48  -1.76  -0.27
O  -0.76  -0.33  -0.53

Values from the calculation:
- Energy above the lowest of the compared OMol25 structures with the same formula, charge and spin: 289.2 kJ/mol
- LUMO energy (alpha / beta): -8.74 / -8.74 eV
- Largest force on an atom: 6.87 eV Å⁻¹
- Total charge: +1
- 2S+1: 1
- Highest occupied orbital energy (alpha / beta): -15.5 / -15.5 eV

The molecule's Mulliken atomic charges, reported in e, are given here: atom 1 (O): -0.14, atom 2 (H): 0.43, atom 3 (C): 0.10, atom 4 (N): -0.25, atom 5 (S): 0.94, atom 6 (Cl): -0.05, atom 7 (O): -0.02

ORCA calculation (ωB97M-V/def2-TZVPD) on a structure of composition C23H20CoN4O.

Atoms and positions in Å:
O  -0.13  2.03  -1.55
H  -3.65  -0.13  -1.41
N  -0.08  1.38  1.34
C  0.46  -8.17  1.22
C  1.22  -6.11  0.13
H  -2.42  4.19  -1.74
H  2.25  4.06  1.09
H  0.88  4.26  -2.47
H  -1.75  -4.16  1.64
C  -0.29  -1.46  -0.10
C  -3.74  1.75  1.30
H  -1.48  -6.57  2.12
C  3.38  1.07  -1.08
N  -2.26  0.67  -0.03
H  -1.25  2.41  2.71
C  2.57  3.21  0.48
C  -0.75  3.05  -1.89
H  -5.51  1.14  0.10
H  1.13  2.54  2.62
H  0.07  3.44  -3.80
C  -0.77  -6.06  1.49
N  -1.95  3.37  -1.42
C  -0.92  -4.71  1.22
C  -1.20  1.79  1.80
C  1.20  1.68  1.95
C  2.59  0.86  0.04
C  -3.49  0.47  -0.52
H  1.78  -4.25  -0.77
H  1.52  0.81  2.53
H  3.69  0.22  -1.68
H  4.39  2.52  -2.29
N  0.58  -9.29  1.44
H  -0.69  4.88  -3.06
C  -0.16  -2.65  0.13
H  2.05  -6.66  -0.30
C  3.38  3.43  -0.63
H  2.28  -0.15  0.31
H  -2.43  2.74  -0.78
H  3.69  4.43  -0.89
C  0.30  -6.76  0.94
C  2.18  1.93  0.83
C  1.07  -4.76  -0.14
C  -2.40  1.44  1.10
Co  -0.40  0.38  -0.48
C  3.77  2.35  -1.42
C  -0.10  3.98  -2.87
C  -4.44  1.13  0.26
C  0.00  -4.04  0.41
H  -4.15  2.33  2.11

Values from the calculation:
- LUMO energy (alpha / beta): 0.05 / 0.25 eV
- Largest force on an atom: 0.19 eV Å⁻¹
- Total charge: 0
- 2S+1: 2
- Highest occupied orbital energy (alpha / beta): -7.9 / -7.9 eV

Results of the Mulliken charge analysis, in e, for atoms 1 through 8: atom 1 (O): -0.55, atom 2 (H): 0.43, atom 3 (N): 0.24, atom 4 (C): -0.01, atom 5 (C): -0.60, atom 6 (H): 0.17, atom 7 (H): 0.34, atom 8 (H): 0.18

ORCA calculation (ωB97M-V/def2-TZVPD) on a structure of composition C4H9NO2.

Atoms and positions in Å:
H  0.94  -1.35  1.15
C  0.08  -0.73  0.74
O  0.71  0.11  3.07
H  -1.53  1.11  -1.34
H  0.37  -2.36  -1.31
H  -0.90  -1.41  0.69
H  1.25  -0.09  -0.82
H  -0.62  -0.96  -1.24
C  0.01  0.44  1.76
H  -0.98  0.73  1.96
C  0.26  -0.31  -0.75
O  -0.16  2.34  -0.24
C  -0.38  1.29  -1.11
H  0.48  1.28  1.41
N  0.32  -1.50  -1.89
H  0.15  1.44  -2.08

Values from the calculation:
- Energy above the lowest of the compared OMol25 structures with the same formula, charge and spin: 540.2 kJ/mol
- LUMO energy: 7.35 eV
- Largest force on an atom: 4.99 eV Å⁻¹
- Total charge: -2
- 2S+1: 1
- Highest occupied orbital energy: 1.5 eV

Results of the Mulliken charge analysis, in e, for atoms 1 through 8: atom 1 (H): 0.17, atom 2 (C): -0.40, atom 3 (O): -1.09, atom 4 (H): 0.13, atom 5 (H): 0.26, atom 6 (H): 0.18, atom 7 (H): 0.48, atom 8 (H): 0.17